No. 1
# C32H72Br4N8O11

A cluster of 11 separate species, C32H72Br4N8O11 in total at a distorted geometry (wB97M-V/def2-TZVPD, the OMol25 dataset).

Last column: Mulliken charge in e.
CARTESIAN COORDINATES (ANGSTROEM)
C  2.22125  3.39686  -1.75065  -0.838
C  3.34140  3.48742  -0.78085  -0.473
O  2.89034  2.94987  0.46138  0.154
C  3.64905  3.17374  1.54928  0.432
O  4.64116  3.82510  1.58908  -0.618
O  3.13019  2.50692  2.57291  -0.105
C  3.93868  2.39365  3.74552  -0.763
H  1.94525  2.34974  -1.87735  0.165
H  2.59108  3.72411  -2.72441  0.493
H  1.40210  4.03488  -1.44052  0.082
H  3.74905  4.49295  -0.70148  0.375
H  4.17559  2.87014  -1.14583  0.263
H  3.31981  1.83687  4.43785  0.247
H  4.24567  3.35941  4.11099  0.329
H  4.77533  1.73338  3.50856  0.199
C  -0.26050  -5.02183  -1.02224  -0.460
N  -1.64509  -4.91325  -1.41120  0.383
C  -2.49531  -4.27039  -0.39085  -0.093
C  -2.13847  -5.61336  -2.44831  -0.055
O  -3.29176  -5.78253  -2.66072  -0.549
H  0.05487  -4.05952  -0.61281  -0.192
H  0.40807  -5.31533  -1.83160  0.291
H  -0.10853  -5.75302  -0.20873  0.409
H  -2.77601  -4.91279  0.45482  0.374
H  -1.86919  -3.48197  0.03732  -0.400
H  -3.38925  -3.81766  -0.80623  -0.134
H  -1.35519  -5.98603  -3.12183  0.328
C  0.72369  -1.95318  -5.88169  -0.934
N  0.21127  -1.19525  -4.79065  0.363
C  -0.60845  -1.91756  -3.80839  -0.196
C  0.65080  0.03301  -4.52471  -0.144
O  0.37249  0.65075  -3.56601  -0.303
H  1.50510  -2.64286  -5.56705  0.293
H  1.10777  -1.26994  -6.64362  0.351
H  -0.09753  -2.47377  -6.37929  0.294
H  -0.01076  -2.71653  -3.37061  0.315
H  -1.04445  -1.28356  -3.04632  -0.855
H  -1.46135  -2.33757  -4.35780  0.549
H  1.31766  0.42661  -5.31231  0.281
C  -1.63135  2.91602  -3.05755  -0.716
N  -2.46824  3.75453  -2.23845  0.451
C  -2.85390  5.00131  -2.83094  -1.153
C  -3.02813  3.31312  -1.09089  0.115
O  -3.91032  3.85629  -0.53807  -0.652
H  -2.11183  2.74521  -4.03725  0.343
H  -1.31963  1.97833  -2.61014  -0.067
H  -0.70106  3.44729  -3.33172  0.307
H  -1.96857  5.44531  -3.28171  0.342
H  -3.59328  4.82940  -3.62932  0.356
H  -3.30911  5.65905  -2.10941  0.297
H  -2.54942  2.41087  -0.69574  0.267
C  7.21815  -0.72653  1.89167  -1.033
N  5.79865  -0.59723  1.76567  0.669
C  5.31146  0.18512  0.65845  -0.858
C  4.96876  -0.99089  2.76763  -0.404
O  3.75523  -0.95870  2.71404  -0.269
H  7.52801  -1.34101  2.72794  0.324
H  7.73920  0.24117  1.91379  0.316
H  7.62660  -1.21100  0.98435  0.322
H  4.23171  0.28740  0.77376  -0.081
H  5.76718  1.17518  0.65511  0.415
H  5.48432  -0.32288  -0.29459  0.355
H  5.48108  -1.29647  3.68856  0.324
C  -4.10693  -2.83477  -3.06612  -1.146
N  -3.96161  -1.69306  -2.18663  0.319
C  -3.68738  -0.43295  -2.84420  -0.352
C  -4.12214  -1.76496  -0.83012  -0.176
O  -4.29602  -2.79406  -0.21351  -0.621
H  -4.87471  -2.61658  -3.81014  0.382
H  -4.41562  -3.71148  -2.49849  0.579
H  -3.15324  -3.10708  -3.52402  0.145
H  -2.74593  -0.49654  -3.40648  0.158
H  -4.50521  -0.16814  -3.52219  0.493
H  -3.54061  0.37015  -2.12975  -0.224
H  -4.12624  -0.77353  -0.37683  0.730
C  -2.95333  5.21168  2.14895  -0.773
N  -1.73676  5.27878  1.34622  0.294
C  -0.78360  4.32379  1.63886  -1.034
C  -1.60385  6.10883  0.30268  0.004
O  -0.66345  6.14316  -0.46649  -0.569
H  -3.39778  4.22791  2.04652  0.094
H  -3.65772  5.94519  1.76482  0.319
H  -2.69726  5.44783  3.18226  0.354
H  0.15533  4.51768  1.13096  0.344
H  -0.57460  4.30460  2.71484  0.354
H  -1.10013  3.30806  1.36141  0.188
H  -2.47984  6.77909  0.24426  0.328
C  -4.22127  -0.68425  3.46274  -0.936
N  -3.55534  0.58181  3.70845  0.231
C  -4.11162  1.77420  3.07301  -1.156
C  -2.42552  0.61664  4.37400  0.102
O  -1.72032  1.57454  4.49225  -0.611
H  -3.89316  -1.40313  4.20393  0.367
H  -3.97637  -1.03856  2.45209  0.271
H  -5.30584  -0.58048  3.45646  0.282
H  -4.09665  1.66053  1.98363  0.292
H  -5.15927  1.88415  3.37190  0.415
H  -3.56128  2.65779  3.36316  0.384
H  -2.17080  -0.33855  4.84545  0.332
C  0.18675  -1.19067  -0.25081  1.913
N  -0.07763  -0.34530  0.90087  1.287
C  1.09325  0.17381  1.63623  -0.269
C  -1.23092  0.32255  0.88958  -0.823
O  -2.01136  0.23433  0.00540  0.269
H  0.49108  -0.58309  -1.11475  0.141
H  -0.71046  -1.73557  -0.53221  -0.906
H  0.97871  -1.87564  0.04782  -1.423
H  0.88664  0.18885  2.71189  0.065
H  1.89532  -0.54771  1.49680  -0.532
H  1.37480  1.17179  1.32302  0.286
H  -1.37588  0.95146  1.77683  0.071
Br  4.87753  -4.42343  1.63476  -0.146
C  3.53192  -4.06405  0.31125  0.330
C  4.24940  -3.55210  -0.89401  -0.422
Br  2.92404  -2.78831  -2.09786  -0.112
H  2.85247  -3.29462  0.65198  -0.774
H  3.01661  -4.98101  0.06811  0.441
H  4.73551  -4.33215  -1.45833  0.409
H  4.94355  -2.77061  -0.62289  0.193
Br  -1.51945  -3.24901  3.33651  -0.108
C  0.17033  -2.76895  4.24689  -0.519
C  1.37857  -3.28833  3.51159  0.084
Br  1.40295  -5.22733  3.41850  -0.129
H  0.03631  -3.12213  5.25850  0.549
H  0.09107  -1.68400  4.24706  0.131
H  2.26714  -3.00768  4.08172  0.311
H  1.48648  -2.81777  2.54281  -0.305

Atomic forces in eV per Å
C 0.04 -0.16 -0.51
C 1.16 -0.18 -0.41
O -0.09 0.10 0.86
C -0.70 -0.66 -0.47
O 1.20 0.74 -0.09
O -0.62 -0.16 -0.13
C -0.15 -0.80 -0.45
H -0.44 0.10 0.08
H -0.11 0.15 0.00
H -0.37 -0.08 -0.07
H -0.23 0.13 0.46
H -0.04 0.00 0.24
H -0.14 0.25 0.28
H 0.15 0.20 0.15
H 0.29 0.37 0.06
C 0.40 -0.21 0.47
N 0.48 0.10 0.96
C 1.56 -1.01 -0.63
C 1.93 0.48 0.65
O -2.68 -0.51 -0.72
H 0.18 -0.01 -0.21
H -0.17 0.11 -0.22
H -0.19 0.09 -0.15
H 0.08 -0.27 -0.32
H -0.24 0.08 -0.02
H 1.03 -1.36 -0.25
H 0.30 -0.16 -0.09
C -0.17 0.11 -0.91
N -0.78 -0.69 0.81
C -0.12 -0.16 -1.00
C 1.11 -1.07 -2.56
O -0.78 2.26 3.20
H 0.02 -0.22 -0.09
H 0.24 -0.07 0.17
H 0.12 -0.30 0.14
H -0.13 -0.14 0.21
H 0.53 0.25 0.10
H 0.32 -0.21 0.14
H 0.03 0.01 -0.13
C 0.75 0.57 -0.89
N 0.37 -0.50 0.08
C -0.38 -0.18 -0.73
C 2.74 -1.46 -1.85
O -3.10 1.93 2.24
H -0.09 -0.30 0.34
H -0.34 -0.03 0.25
H -0.21 -0.10 0.33
H 0.00 0.24 0.10
H 0.10 0.09 0.05
H 0.04 0.15 0.31
H 0.08 -0.37 -0.12
C 1.10 -0.01 -1.07
N -0.17 -0.02 0.87
C -0.70 -0.27 -0.20
C 0.07 0.34 -0.32
O -0.20 -0.05 0.02
H -0.21 0.02 0.28
H -0.28 -0.02 0.32
H -0.23 -0.03 0.30
H 0.04 0.10 -0.01
H 0.12 0.04 -0.07
H 0.18 0.11 -0.01
H 0.28 -0.28 -0.10
C -0.13 -0.36 0.50
N 0.15 0.14 0.57
C 0.19 0.11 -0.10
C -0.51 0.73 -1.28
O -2.38 1.75 0.97
H 0.16 -0.02 -0.20
H -0.10 0.14 -0.05
H -0.20 0.14 -0.17
H -0.43 0.05 -0.07
H 0.10 -0.01 -0.02
H -0.13 -0.01 0.27
H 0.26 0.11 0.22
C 0.46 0.57 -0.54
N -1.58 0.98 0.02
C 1.87 -1.84 0.75
C -0.41 0.23 0.00
O 0.09 0.04 -0.11
H -0.07 -0.06 0.06
H -0.11 0.02 0.08
H -0.18 -0.15 0.11
H 0.02 0.14 -0.18
H -0.05 -0.07 -0.04
H -0.08 0.05 0.00
H 0.12 0.12 -0.27
C 0.02 0.17 -0.77
N -1.96 0.04 -0.87
C -0.24 -0.57 -0.16
C 0.25 -1.07 0.58
O 1.52 1.87 0.28
H -0.10 -0.19 -0.02
H 0.12 -0.18 0.19
H -0.02 0.15 0.42
H 0.10 0.10 0.02
H 0.11 0.00 0.03
H 0.20 -0.07 0.13
H 0.01 -0.39 0.06
C 0.21 0.36 0.09
N 1.00 -0.21 0.14
C -0.78 -0.74 0.34
C 1.98 0.43 2.25
O -2.90 -0.10 -2.43
H 0.13 -0.21 0.03
H -0.02 -0.05 0.08
H 0.00 -0.08 -0.29
H -0.05 0.14 -0.11
H 0.12 0.33 -0.04
H 0.18 0.03 -0.20
H -0.05 0.23 0.18
Br 0.09 -0.19 0.43
C 0.06 0.10 -0.37
C -0.09 0.17 -0.40
Br -0.01 0.14 -0.26
H -0.10 -0.07 0.49
H -0.25 -0.18 0.27
H 0.26 -0.13 -0.01
H 0.11 0.21 -0.14
Br 0.28 -0.01 0.02
C -1.02 0.12 -0.53
C 0.22 0.42 0.87
Br 0.01 0.20 -0.22
H 0.27 -0.27 0.12
H 0.51 0.04 -0.02
H -0.05 -0.08 -0.06
H -0.17 -0.31 -0.33

HOMO-LUMO gap   8.76 eV
SMILES   CCOC(=O)OC.CN(C)C=O.CN(C)C=O.CN(C)C=O.CN(C)C=O.CN(C)C=O.CN(C)C=O.CN(C)C=O.CN(C)C=O.BrCCBr.BrCCBr

No. 2
# C32H73B2ClF2N6O10PS

A cluster of 3 separate species, C32H73B2ClF2N6O10PS in total at a distorted geometry (wB97M-V/def2-TZVPD, the OMol25 dataset).

Last column: Mulliken charge in e.
CARTESIAN COORDINATES (ANGSTROEM)
C  0.79716  -0.38890  -1.66315  -0.362
C  -0.42374  -0.70844  -0.78690  -0.368
S  0.09508  -1.16636  0.89333  0.045
C  -1.26046  -0.49335  1.90364  -2.199
C  -1.01906  0.22484  3.27638  0.215
C  -2.42999  0.85478  3.53495  -0.764
F  -2.72077  0.99264  4.87531  -0.530
C  -2.77284  2.13779  2.80553  0.034
C  -4.27276  2.45440  2.89486  -1.608
N  -0.88360  -0.90613  4.21628  0.059
F  -0.52346  -0.39041  5.50524  -0.295
C  0.24082  -1.73609  3.89909  -1.168
P  0.37459  -3.09632  5.19437  -0.047
C  -1.38120  -3.42731  5.50083  -1.200
O  0.78474  -4.25128  4.07125  -0.620
C  1.60703  -1.00384  3.69509  -0.475
B  2.73641  -1.68199  4.68960  1.965
O  3.51052  -2.65024  4.13083  -0.731
O  3.07624  -1.30882  5.95676  -0.680
N  1.59864  0.56720  3.56998  1.779
C  2.37417  1.18269  4.73078  -1.949
C  2.73616  2.67244  4.63123  -0.288
C  4.24636  2.94567  4.47758  -1.204
C  4.58264  4.01751  3.42681  -0.331
N  5.90025  3.75730  2.85402  -0.667
C  2.40537  0.85792  2.31786  -0.557
C  3.80502  0.24171  2.21853  -0.682
C  3.91905  -0.87002  1.17155  -0.801
O  4.57107  -0.30271  0.02320  -0.335
C  4.31449  -0.92942  -1.15443  0.719
C  4.40890  -0.00912  -2.33384  -0.966
O  4.03514  -2.08250  -1.20717  -0.546
C  0.16739  1.25974  3.37713  0.903
Cl  -0.17797  2.28707  4.81178  -0.124
B  0.11981  2.33889  2.10529  0.198
N  0.13970  3.77586  2.32077  -0.423
O  0.02072  1.79635  0.85783  -0.429
H  0.84520  0.67451  -1.90180  0.365
H  1.72843  -0.67310  -1.16919  -0.562
H  0.75186  -0.92816  -2.60858  0.343
H  -1.09638  0.14344  -0.70351  0.143
H  -0.98503  -1.54683  -1.19604  0.797
H  -1.85892  0.16203  1.27681  0.571
H  -1.90880  -1.33541  2.15365  1.093
H  -3.11978  0.07527  3.19357  0.785
H  -2.50128  2.06077  1.74768  0.319
H  -2.20813  2.97638  3.21744  0.057
H  -4.51641  2.99297  3.80804  0.408
H  -4.85315  1.53053  2.85054  0.284
H  -4.56250  3.07312  2.04517  0.468
H  -0.01785  -2.31646  3.01165  1.309
H  -1.95313  -3.61509  4.59104  0.310
H  -1.81591  -2.57226  6.02097  0.303
H  -1.43946  -4.29007  6.16762  0.467
H  1.05070  -5.06858  4.51443  0.343
H  1.89043  -1.31938  2.69230  -1.216
H  3.18053  -3.04585  3.31588  0.321
H  2.32830  -1.13653  6.53959  0.305
H  3.30536  0.63241  4.75889  1.296
H  1.88080  0.91599  5.65641  0.548
H  2.19353  3.18684  3.83954  -0.172
H  2.38056  3.14117  5.54797  0.651
H  4.79246  2.04170  4.19621  0.402
H  4.65717  3.26672  5.43489  0.494
H  4.62698  5.00050  3.89805  0.461
H  3.77967  4.04724  2.66842  0.152
H  5.88650  2.91720  2.28567  0.204
H  6.18358  4.50961  2.23645  0.273
H  2.47086  1.94157  2.22289  1.085
H  1.81399  0.50291  1.47521  0.025
H  4.50168  1.01929  1.90513  -0.234
H  4.19977  -0.13102  3.16144  0.826
H  4.51341  -1.70279  1.54823  0.421
H  2.94218  -1.24302  0.85249  0.145
H  5.04870  -0.48860  -3.07652  0.335
H  4.85295  0.95119  -2.08590  0.339
H  3.42506  0.11490  -2.78699  0.189
H  1.04711  4.21823  2.20245  0.233
H  -0.48596  4.23789  1.66513  0.238
H  0.40226  2.35606  0.16935  0.314
C  -5.25393  0.47823  -2.61054  -0.518
O  -5.95168  -0.26340  -1.63394  -0.394
C  -5.83270  0.22645  -0.30905  -0.719
C  -7.13224  0.80458  0.20457  -0.225
N  -7.45353  2.04687  -0.47886  -0.300
C  -8.77935  2.58457  -0.18761  -0.705
C  -9.99275  1.75799  -0.59519  -0.486
O  -10.16213  1.63461  -1.99244  -0.421
C  -9.46144  0.57479  -2.60963  -0.520
H  -5.30889  -0.08427  -3.54029  0.279
H  -5.68775  1.47053  -2.77405  0.293
H  -4.19948  0.60351  -2.33693  0.140
H  -5.03370  0.97616  -0.24805  0.359
H  -5.55190  -0.62202  0.32457  0.359
H  -7.02556  1.01056  1.27501  0.349
H  -7.90628  0.03296  0.09134  0.226
H  -7.37333  1.90201  -1.47760  0.077
H  -8.85629  3.55173  -0.68915  0.386
H  -8.84162  2.77981  0.88830  0.383
H  -10.87874  2.28334  -0.23099  0.364
H  -9.99655  0.76621  -0.12525  0.345
H  -9.36157  -0.28480  -1.93960  0.269
H  -8.46333  0.87342  -2.94647  0.168
H  -10.03388  0.27044  -3.48504  0.290
C  6.26861  -2.95933  -8.19799  -0.698
O  4.99022  -3.13675  -8.76975  -0.353
C  4.27286  -4.26547  -8.28780  -0.789
C  3.06458  -3.83668  -7.48553  -0.220
N  3.46258  -3.21317  -6.23159  -0.250
C  2.37975  -2.58772  -5.48577  -0.528
C  1.65627  -1.40812  -6.12594  -0.622
O  2.45311  -0.24564  -6.26778  -0.415
C  3.25181  -0.19807  -7.43808  -0.585
H  6.76067  -2.16331  -8.75382  0.244
H  6.21877  -2.67219  -7.14082  0.277
H  6.87210  -3.86860  -8.27892  0.351
H  4.92551  -4.90776  -7.68883  0.409
H  3.93363  -4.83896  -9.15428  0.398
H  2.45545  -4.71855  -7.26458  0.364
H  2.46641  -3.17166  -8.12451  0.195
H  4.17461  -2.52051  -6.42505  0.052
H  2.79806  -2.24547  -4.53422  0.251
H  1.64220  -3.36099  -5.24520  0.361
H  0.83439  -1.12534  -5.46105  0.378
H  1.20325  -1.67434  -7.08816  0.407
H  2.77294  -0.71822  -8.27141  0.300
H  4.24524  -0.62741  -7.28253  0.185
H  3.37666  0.85117  -7.70430  0.285

Atomic forces in eV per Å
C -0.10 0.02 0.03
C -0.02 -0.10 -0.09
S -0.20 -0.04 -0.10
C -0.16 -0.20 0.07
C 0.14 -0.13 -0.02
C -0.20 -0.30 -0.19
F 0.16 0.10 0.09
C -0.08 0.35 -0.04
C 0.20 -0.02 -0.20
N 0.14 0.37 -0.11
F -0.07 0.03 -0.01
C 0.07 -0.34 0.47
P 0.05 0.08 0.10
C -0.16 0.04 0.03
O -0.12 -0.14 0.11
C -0.10 -0.23 0.07
B 0.11 0.24 -0.17
O -0.11 -0.16 0.01
O -0.16 -0.24 0.07
N -0.04 -0.14 -0.15
C 0.40 -0.01 0.04
C 0.11 0.10 0.22
C -0.02 0.14 -0.22
C 0.13 -0.14 0.02
N -0.10 0.06 -0.13
C 0.16 0.17 -0.47
C 0.15 -0.23 -0.02
C 0.38 -0.11 0.02
O -0.59 0.55 0.04
C 0.44 0.77 -0.03
C 0.63 -0.11 -0.25
O -0.54 -0.99 -0.03
C -0.45 0.25 0.08
Cl 0.03 -0.23 0.08
B 0.35 0.06 0.08
N 0.13 -0.19 -0.61
O 0.11 -0.07 0.03
H 0.05 0.00 0.07
H -0.10 -0.03 -0.08
H 0.02 -0.01 0.01
H 0.04 -0.02 -0.02
H -0.01 0.05 0.01
H 0.20 0.05 -0.10
H -0.04 0.07 0.04
H 0.03 0.00 -0.05
H 0.02 -0.17 0.06
H 0.05 -0.07 0.04
H -0.03 -0.14 0.04
H -0.09 0.08 0.03
H -0.09 0.03 0.08
H 0.01 0.19 -0.08
H 0.07 -0.04 -0.01
H 0.02 -0.04 0.03
H -0.04 -0.01 -0.08
H 0.13 0.10 -0.15
H 0.12 0.16 0.10
H 0.12 0.13 0.00
H 0.11 0.16 -0.07
H 0.00 -0.05 -0.11
H -0.35 0.14 -0.12
H -0.09 -0.09 0.02
H -0.06 0.04 -0.05
H -0.08 -0.05 0.03
H 0.09 -0.16 -0.01
H -0.16 0.02 -0.07
H 0.01 0.03 0.02
H 0.04 -0.02 0.08
H 0.04 0.02 0.11
H 0.02 0.03 0.23
H -0.01 0.01 0.22
H -0.03 0.06 0.07
H -0.12 0.06 0.09
H -0.03 -0.03 -0.03
H 0.10 -0.10 0.10
H -0.13 -0.01 -0.05
H -0.17 0.04 0.10
H 0.01 0.02 0.08
H -0.06 0.10 0.47
H 0.13 0.05 -0.03
H -0.47 0.18 0.02
C 0.00 -0.03 -0.01
O -0.03 0.07 -0.05
C 0.15 -0.13 0.19
C -0.06 0.07 -0.12
N 0.00 -0.09 -0.08
C 0.07 0.11 0.00
C -0.10 0.01 0.09
O 0.07 0.02 -0.03
C -0.07 -0.02 -0.02
H -0.01 0.00 0.00
H 0.02 0.01 0.03
H 0.01 0.00 -0.01
H -0.04 0.04 -0.01
H 0.01 0.01 -0.01
H -0.03 -0.01 0.01
H 0.02 -0.02 0.05
H -0.02 0.02 0.01
H -0.01 0.01 0.02
H 0.00 -0.02 0.01
H -0.01 -0.02 -0.01
H 0.07 0.00 -0.03
H 0.01 0.00 -0.01
H 0.01 -0.02 0.04
H 0.00 0.00 0.00
C 0.04 -0.02 -0.06
O -0.01 0.06 0.10
C -0.02 -0.10 -0.08
C 0.00 0.06 0.04
N 0.00 0.11 -0.11
C 0.15 -0.05 0.09
C -0.14 0.01 0.06
O 0.05 -0.09 0.03
C -0.01 0.14 0.00
H 0.00 0.00 0.00
H 0.00 -0.04 0.01
H 0.01 0.01 0.00
H -0.02 0.02 0.04
H 0.04 0.00 -0.01
H -0.01 0.01 0.01
H -0.03 -0.06 -0.02
H 0.01 -0.02 0.02
H -0.04 -0.01 0.03
H -0.04 0.02 -0.03
H -0.01 0.02 -0.01
H 0.07 -0.02 -0.02
H 0.01 -0.01 -0.01
H -0.02 -0.05 -0.02
H -0.01 0.00 0.00

HOMO-LUMO gap   7.71 eV
Net charge   +1